1.
A single C6H10O molecule, computed with ωB97M-V/def2-TZVPD.

Last column: natural (NBO) charge in e.
Cartesian coordinates (Å):
O -0.13071 0.48390 1.73168  -0.58
C 2.28226 -0.00015 -0.06058  -0.65
C -0.79381 -0.07224 0.87920  0.62
C -2.24167 0.31761 0.68841  -0.72
C 0.28701 0.69910 -1.42933  -0.44
C -0.08493 -1.14103 0.03896  -0.55
C 0.88006 -0.14203 -0.57823  0.08
H -0.64087 0.39122 -1.90376  0.19
H -2.36465 1.36040 0.99229  0.24
H 0.33689 -1.87913 0.72687  0.23
H -2.67506 0.15932 -0.30281  0.22
H -2.78539 -0.30505 1.40627  0.24
H 2.41080 -0.30261 0.98302  0.23
H 0.64236 1.70090 -1.63323  0.20
H 2.90895 -0.65538 -0.67929  0.22
H -0.67314 -1.65112 -0.73237  0.22
H 2.65718 1.02093 -0.18143  0.22

Forces on the atoms, in the same order (eV/Å):
-0.5 -0.3 0.2
0.0 0.0 0.0
0.0 -0.1 0.7
0.0 0.0 0.0
0.3 -0.1 -0.3
0.0 0.0 0.0
0.0 0.1 -0.4
-0.1 0.3 0.3
0.0 -0.2 0.0
0.2 0.1 -0.2
0.3 -0.1 0.1
-0.1 0.0 -0.1
-0.2 0.1 -0.2
0.4 -0.2 -0.4
0.0 0.1 0.1
-0.1 0.2 0.3
-0.1 -0.1 0.0

As for the SMILES: C=C(C)CC(C)=O. The frontier orbital gap comes out at 9.99 eV. For the HOMO energy, the calculation gives -9.011 eV.

=====

2.
A single C4H7N3 molecule at a distorted geometry, computed with ωB97M-V/def2-TZVPD.

Last column: natural (NBO) charge in e.
Cartesian coordinates (Å):
N 0.26088 -1.38138 0.81546  -0.41
N -0.36008 -0.29226 0.18908  -0.03
N 0.01268 0.03321 -1.05227  -0.30
C -1.37474 0.54745 0.75606  -0.07
C -1.64380 1.36074 -0.40683  -0.31
C 1.82444 -0.98551 0.62425  -0.47
C -0.84547 1.01975 -1.43835  -0.08
H 2.11234 0.01409 1.01207  0.20
H -0.58453 1.73971 -2.26309  0.22
H -2.25500 2.14777 -0.43865  0.21
H 2.45734 -1.80151 1.00227  0.21
H 1.86459 -0.68680 -0.43536  0.23
H -1.77322 0.44215 1.72324  0.23
H 0.30456 -2.15741 -0.08786  0.35

Forces on the atoms, in the same order (eV/Å):
3.4 -1.6 -3.6
-2.0 1.6 0.7
-1.5 0.4 -0.2
2.3 -0.6 -5.7
0.4 -2.3 3.8
-1.3 0.6 -0.1
3.1 0.1 -0.5
-0.6 -0.8 1.0
-0.5 -1.5 0.5
-2.5 2.8 0.1
-0.3 0.4 -0.4
0.6 -1.2 0.2
-0.2 -0.2 0.8
-0.7 2.4 3.4

As for the SMILES: CNn1cccn1. The frontier orbital gap comes out at 10.31 eV. For the HOMO energy, the calculation gives -9.209 eV.

=====

3.
A molecular structure, C48H41F3HfN8 at a distorted geometry, computed with ωB97M-V/def2-TZVPD.

Last column: Mulliken charge in e.
Cartesian coordinates (Å):
Hf 0.53253 -0.28489 -0.86833  0.09
F -5.19246 -1.94783 3.34613  -0.24
F -6.29330 -1.69768 1.50897  -0.24
F -6.02720 -0.02280 2.84775  -0.27
N -1.87704 1.01960 -2.45136  0.41
N 0.23277 1.60953 -1.63432  0.08
N 1.30471 -1.69321 6.16033  -0.56
N 4.50431 -0.75617 4.98412  -0.53
N -1.73373 -0.26626 0.31845  0.30
N 0.81089 -0.88969 1.14674  0.49
N -0.94709 3.04553 -3.04635  0.02
N 2.46414 -3.45770 5.41475  0.19
C 2.01092 -2.62252 2.58084  -0.29
C 1.49487 -2.21315 8.59535  -0.86
C 1.39693 -2.21707 1.21734  -0.75
C 1.46811 2.28652 -1.91046  -0.63
C 2.47609 -3.53552 6.77074  0.85
C -2.52021 5.53632 -3.07953  -1.77
C -1.87566 -3.08392 -3.32087  -1.25
C 2.12725 2.07341 -3.13339  1.69
C -3.49896 4.67118 -5.19319  -0.59
C 2.82625 -2.20572 0.60222  -0.36
C -4.14451 -0.76402 1.61519  0.44
C -2.25193 -1.49820 0.36900  0.02
C -3.63814 3.73333 -6.19654  -0.76
C 1.75833 -2.31825 5.07978  -0.41
C -0.77901 -1.17824 -2.29449  -0.09
C 2.01945 3.14198 -0.95666  -0.37
C -1.87940 3.29427 -4.09929  -0.10
C 1.71349 -2.40780 7.22025  0.67
C -0.81976 1.87614 -2.39785  -0.04
C 3.96085 -0.92155 2.49570  -0.43
C -2.00561 2.35125 -5.11974  0.17
C 3.20447 3.81025 -1.21764  -0.87
C -0.81732 -2.53900 -2.61231  -0.08
C 2.77206 -4.24117 9.00014  -0.42
C 1.54320 -1.84892 3.76615  0.16
C -2.97271 -0.92741 -3.37327  1.12
C 0.72892 -0.16743 2.24005  0.46
C -2.62370 4.47360 -4.12785  0.68
C 2.50094 -1.01667 -1.58842  -1.12
C -2.94652 -2.28360 -3.67697  -0.80
C 4.28873 -0.82450 3.85931  -0.12
C 2.01391 -3.14321 9.45665  -0.53
C -5.43374 -1.09877 2.34056  0.65
C 1.59699 1.14526 -4.19080  -1.49
C 3.08910 -0.99445 -0.25493  -0.65
C -4.16400 -0.09632 -3.76289  -1.77
C 3.42187 -2.24427 2.02816  0.39
C -3.62620 0.52213 1.56485  -1.14
C 4.10137 0.13386 1.66277  -0.68
C 3.31933 2.75301 -3.36498  -1.03
C 3.68816 0.09758 0.29511  0.25
C 3.84916 3.62585 -2.42966  -0.75
C -1.86500 -0.38793 -2.69857  0.42
C 3.02434 -4.44813 7.66154  -1.11
C -2.42669 0.71590 0.89196  -0.45
C -2.88761 2.56792 -6.16016  -0.75
C 0.99698 -0.60329 3.54108  -1.40
C -3.45774 -1.79389 0.98026  -1.26
H 3.03801 -3.12552 0.05156  0.58
H -4.32647 3.90817 -7.00611  0.44
H 3.88490 0.96810 -0.31619  0.62
H -4.97889 -0.74177 -4.08343  0.46
H 4.76071 4.16164 -2.64360  0.45
H -3.92870 0.56794 -4.59744  0.27
H 0.99980 1.70626 -4.91114  0.48
H 2.98877 -0.31104 -2.26506  0.52
H -3.77675 -2.72287 -4.20698  0.48
H 0.93580 -1.35839 8.93745  0.47
H 1.84528 -3.03506 10.51604  0.41
H 2.45691 -2.01875 -2.02778  0.64
H -0.28480 3.78188 -2.83578  0.53
H -1.87012 -4.12845 -3.58931  0.46
H -3.51413 5.88422 -2.80339  0.48
H 2.94833 -4.08349 4.79490  0.22
H 0.37206 0.85153 2.09188  0.49
H -4.13751 1.34482 2.03995  0.56
H 1.49607 3.30418 -0.02290  0.54
H 3.82845 2.59909 -4.30537  0.51
H 0.77905 0.02831 4.38638  0.53
H 3.61565 4.47944 -0.47893  0.49
H 3.16676 -4.93492 9.72735  0.41
H -2.00897 5.19204 -2.18482  0.30
H 4.52969 1.05304 2.03400  0.56
H -4.07347 5.58433 -5.22389  0.47
H -1.67367 -2.28247 -0.11163  0.27
H 1.91720 -3.69645 2.74013  1.03
H 3.62557 -5.27643 7.31940  0.41
H -4.52926 0.50622 -2.92857  0.38
H -2.97703 1.83393 -6.94449  0.49
H 4.17989 -3.01497 2.18737  0.62
H -2.69313 1.45096 -2.87955  0.38
H -3.85255 -2.79901 0.97707  0.53
H 2.42513 0.70345 -4.74339  0.60
H -1.99736 1.70761 0.81275  0.57
H 0.00702 -3.18209 -2.31300  0.45
H -1.40338 1.45330 -5.10199  0.49
H 0.98443 0.33641 -3.77225  0.23
H 0.69551 -2.93684 0.76569  0.26
H -1.99096 6.39836 -3.48637  0.36

Forces on the atoms, in the same order (eV/Å):
0.1 0.7 0.5
0.1 0.0 0.0
0.0 0.0 -0.1
0.0 0.2 0.0
-0.4 0.4 -0.4
0.1 0.2 -0.3
-0.2 0.4 -0.6
0.1 -0.1 0.4
-0.1 -0.1 -0.2
0.2 -0.1 1.3
0.3 -0.3 0.3
0.0 0.1 -0.1
-0.2 0.0 0.2
0.0 -0.1 0.0
-0.1 -0.6 -0.2
0.6 0.5 -0.2
-0.5 0.7 0.4
0.0 0.1 0.0
0.2 -0.1 0.1
0.0 -0.1 0.0
0.1 -0.2 -0.1
0.2 0.1 0.0
0.2 0.0 -0.2
-0.2 -0.3 0.1
0.0 0.0 0.0
-0.1 -0.2 0.8
-0.5 -0.4 -0.5
-0.2 -0.1 0.0
-0.4 0.0 -0.5
0.6 -0.9 -0.1
-1.1 0.7 -0.3
-0.1 0.4 -1.2
0.1 0.1 -0.1
0.0 0.0 0.1
0.1 0.0 -0.2
0.1 -0.1 -0.4
-0.3 0.5 -0.5
0.1 0.2 0.2
-0.2 -0.2 -0.3
0.0 -0.1 0.1
0.2 -0.5 -0.5
0.2 0.1 0.1
0.3 0.2 0.4
-0.2 0.3 0.0
-0.1 -0.1 0.1
0.0 0.0 0.1
0.7 0.3 0.3
0.0 0.0 -0.1
0.4 0.0 0.0
0.0 -0.3 0.0
0.1 -0.5 0.9
-0.1 0.0 0.1
-0.4 -0.5 -0.9
0.0 0.0 0.1
0.2 -0.5 -0.3
0.2 -0.3 0.3
0.0 0.3 0.1
0.1 0.0 0.1
0.2 -0.5 0.5
0.1 0.2 0.1
0.0 0.1 0.0
-0.1 0.0 -0.1
0.0 0.1 -0.1
0.0 0.0 0.0
0.1 0.0 0.0
-0.1 0.0 0.1
-0.1 -0.1 0.0
-0.1 -0.1 0.0
-0.2 0.0 -0.1
-0.1 0.1 0.1
0.0 0.0 0.1
0.1 0.1 0.0
0.1 -0.2 0.1
0.0 -0.1 0.0
0.0 0.0 0.1
0.0 0.0 0.0
-0.1 0.0 0.1
0.0 0.1 0.0
0.0 0.0 0.1
0.1 0.0 -0.1
-0.1 0.1 0.0
0.0 0.1 0.1
0.0 0.0 0.0
0.0 0.1 0.1
0.1 0.0 0.1
-0.1 0.1 0.0
-0.2 0.0 0.0
0.0 0.0 0.0
0.0 -0.1 0.0
-0.1 0.0 0.0
0.0 -0.1 -0.1
0.0 0.0 0.0
0.2 0.0 0.1
0.1 -0.1 0.0
0.0 -0.1 0.0
0.0 0.1 0.0
0.0 0.0 -0.1
0.1 -0.1 0.0
0.1 0.1 -0.2
0.1 0.1 0.2
0.1 0.1 0.1

As for the net charge: +2. The frontier orbital gap comes out at 5.88 eV. For the HOMO energy, the calculation gives -12.231 eV.

=====

4.
A molecular structure, CH3BrNO2 at a distorted geometry, computed with ωB97M-V/def2-TZVPD.

Last column: natural (NBO) charge in e.
Cartesian coordinates (Å):
Br 2.86704 -0.89675 -0.11426  -0.69
O 0.89488 1.27136 -0.76894  -0.39
O 0.06025 0.00490 0.89944  -0.51
N 1.23604 0.81403 0.28492  0.37
C -1.03358 -0.26248 0.07800  -0.29
H -0.89814 0.42700 -0.73761  0.19
H -2.11007 0.06739 0.49537  0.14
H -1.01641 -1.42546 -0.13692  0.17

Forces on the atoms, in the same order (eV/Å):
0.8 -0.9 -0.2
1.0 -0.4 1.7
-0.2 -0.1 1.4
-2.3 1.4 -1.9
-1.0 -1.1 0.8
-0.2 -0.4 -1.3
2.3 -0.8 -0.2
-0.3 2.4 -0.1

As for the net charge: -1. The frontier orbital gap (spin up / spin down) comes out at 7.74 / 7.74 eV. For the HOMO energy (spin up / spin down), the calculation gives -3.625 / -3.624 eV.

=====

Values of energy relative to the best compared isomer or geometry (same formula, charge and spin), in order: 84.83 336.30 0.00 161.70, all in kJ/mol.